No. 1
Below is 2 unconnected molecules or ions with the total composition C5H7NO, with properties calculated with wB97M-V/def2-TZVPD.

Each line ends with the Mulliken charge.
Element x y z (Å)
O1 -0.416 1.894 0.075  -0.565
N1 2.502 1.330 0.391  -0.601
C1 -2.119 0.061 -0.500  -0.561
C2 2.246 0.213 -0.034  0.691
C3 -1.299 -0.430 0.718  -0.438
C4 2.029 -1.010 -0.471  -1.059
C5 -1.052 0.874 0.095  0.614
H1 2.009 -1.203 -1.538  0.250
H2 -1.921 -0.433 -1.443  0.244
H3 1.888 -1.823 0.236  0.331
H4 1.668 1.909 0.529  0.394
H5 -3.154 0.332 -0.319  0.252
H6 -1.806 -0.464 1.675  0.249
H7 -0.559 -1.206 0.556  0.199

Results
HOMO-LUMO gap	9.8	eV
F_max	0.69	eV Å⁻¹
energy relative to the best compared isomer or geometry (same formula, charge and spin)	323.6	kJ/mol
LUMO level	0.807	eV
total charge	0
SMILES string	O=C1CC1.C=C=N
E_HOMO	-0.330	hartree

No. 2
Below is C5H7NO in the gas phase, with properties calculated with wB97M-V/def2-TZVPD.

Each line ends with the Mulliken charge.
Element x y z (Å)
O1 0.772 1.935 2.147  -0.294
N1 -0.230 1.929 1.459  -0.188
C1 -0.869 0.161 -0.597  -0.055
C2 -1.769 -0.981 -0.157  -1.151
C3 1.928 -0.417 -0.585  -1.029
C4 -0.143 0.971 0.421  0.096
C5 0.610 0.154 -0.256  0.463
H1 2.661 -0.180 0.189  0.293
H2 -2.797 -0.628 -0.017  0.318
H3 1.854 -1.503 -0.700  0.302
H4 2.281 -0.011 -1.541  0.286
H5 -1.421 -1.389 0.799  0.314
H6 -1.788 -1.793 -0.892  0.332
H7 -1.166 0.618 -1.548  0.312

Results
HOMO-LUMO gap (spin up / spin down)	8.5 / 8.5	eV
F_max	0.47	eV Å⁻¹
energy relative to the best compared isomer or geometry (same formula, charge and spin)	483.6	kJ/mol
LUMO level (spin up / spin down)	-0.664 / -0.665	eV
total charge	0
SMILES string	CC1=C(N=O)[C@@H]1C
E_HOMO (spin up / spin down)	-0.336 / -0.336	hartree

No. 3
Below is C5H7NO in the gas phase, with properties calculated with wB97M-V/def2-TZVPD.

Each line ends with the Mulliken charge.
Element x y z (Å)
O1 -0.221 0.925 0.014  -0.342
N1 -1.866 -0.707 1.656  -0.651
C1 -0.690 -1.191 0.958  -0.379
C2 0.787 1.565 -0.824  -0.254
C3 1.055 -0.690 -0.864  -0.439
C4 0.071 -0.374 0.073  0.207
C5 1.348 0.646 -1.410  -0.172
H1 2.432 0.658 -2.178  0.152
H2 -0.053 -1.713 1.700  0.295
H3 -1.858 0.104 2.197  0.251
H4 0.699 2.741 -0.964  0.289
H5 -2.446 -0.361 0.968  0.269
H6 1.508 -1.501 -1.210  0.549
H7 -0.874 -2.100 0.192  0.224

Results
HOMO-LUMO gap	9.5	eV
F_max	13.55	eV Å⁻¹
energy relative to the best compared isomer or geometry (same formula, charge and spin)	367.9	kJ/mol
LUMO level	1.001	eV
total charge	0
SMILES string	NCc1ccco1
E_HOMO	-0.312	hartree

No. 4
Below is a molecular structure, C5H7NO, with properties calculated with wB97M-V/def2-TZVPD.

Each line ends with the Mulliken charge.
Element x y z (Å)
O1 0.691 -1.982 -0.927  -0.521
N1 0.143 -1.511 1.255  -0.001
C1 0.932 -1.540 0.141  0.329
C2 0.588 -0.366 1.763  -0.328
C3 -1.415 1.103 -0.279  -0.435
C4 1.734 -0.305 0.750  -0.133
C5 -1.218 1.504 -1.499  -0.501
H1 -0.133 1.705 -1.796  0.166
H2 -2.434 0.935 -0.091  0.219
H3 -1.938 1.570 -2.291  0.253
H4 2.676 -0.633 1.106  0.325
H5 -0.682 -1.943 1.655  0.204
H6 -0.635 0.988 0.357  0.295
H7 1.691 0.475 -0.144  0.126

Results
HOMO-LUMO gap (spin up / spin down)	8.1 / 8.6	eV
F_max	4.53	eV Å⁻¹
energy relative to the best compared isomer or geometry (same formula, charge and spin)	221.1	kJ/mol
LUMO level (spin up / spin down)	1.048 / -1.694	eV
total charge	0
E_HOMO (spin up / spin down)	-0.260 / -0.378	hartree
2S+1	3

No. 5
Below is C5H7NO2 in the gas phase, with properties calculated with wB97M-V/def2-TZVPD.

Each line ends with the Mulliken charge.
Element x y z (Å)
O1 -1.091 -1.178 -0.356  -0.401
O2 -0.514 0.528 1.099  -0.360
N1 -2.072 0.090 -0.729  -0.270
C1 1.380 -1.099 0.622  -0.760
C2 1.906 1.179 -0.417  -1.006
C3 0.054 -0.397 0.017  0.687
C4 1.454 -0.316 -0.543  0.175
C5 -1.680 0.872 0.219  0.061
H1 1.650 -0.894 -1.504  0.314
H2 -1.969 2.167 0.178  0.291
H3 1.134 -2.272 0.633  0.280
H4 1.338 2.008 0.249  0.291
H5 1.304 -0.583 1.765  0.216
H6 3.124 1.201 0.102  0.242
H7 2.082 1.509 -1.657  0.239

Results
HOMO-LUMO gap	9.7	eV
F_max	7.79	eV Å⁻¹
energy relative to the best compared isomer or geometry (same formula, charge and spin)	826.9	kJ/mol
LUMO level	0.621	eV
total charge	0
SMILES string	C[C@H]1C[C@@]12OC=NO2
E_HOMO	-0.333	hartree

No. 6
Below is C5H7NO2 in the gas phase, with properties calculated with wB97M-V/def2-TZVPD.

Each line ends with the Mulliken charge.
Element x y z (Å)
O1 -2.966 -1.043 1.520  -0.523
O2 -1.743 2.164 0.307  -0.525
N1 -1.189 -0.208 0.038  0.082
C1 1.015 0.016 -0.978  -0.228
C2 -2.316 -0.276 0.875  0.327
C3 -1.724 0.978 0.433  0.435
C4 1.695 0.442 0.359  -0.990
C5 -0.098 -0.972 -0.591  -0.669
H1 0.448 0.895 -1.381  0.274
H2 0.171 -1.670 0.302  0.362
H3 1.037 0.022 1.053  0.287
H4 1.674 1.618 0.548  0.219
H5 -0.495 -1.600 -1.489  0.283
H6 2.677 0.165 0.610  0.371
H7 1.815 -0.530 -1.606  0.297

Results
HOMO-LUMO gap	10.6	eV
F_max	4.05	eV Å⁻¹
energy relative to the best compared isomer or geometry (same formula, charge and spin)	265.5	kJ/mol
LUMO level	0.641	eV
total charge	0
SMILES string	CCCn1c(=O)c1=O
E_HOMO	-0.365	hartree

No. 7
Below is C5H7NO2 in the gas phase, with properties calculated with wB97M-V/def2-TZVPD.

Each line ends with the Mulliken charge.
Element x y z (Å)
O1 -0.831 -0.080 1.043  -0.401
O2 1.154 1.874 -0.836  -0.556
N1 1.387 -0.367 -0.621  -0.169
C1 1.047 0.859 -0.192  0.552
C2 -1.737 0.242 0.069  0.117
C3 0.255 0.806 1.134  -0.542
C4 -2.532 -0.660 -0.478  -0.739
C5 2.363 -1.141 -0.601  -0.249
H1 -1.750 1.291 -0.227  0.315
H2 -0.068 1.829 1.358  0.324
H3 -2.494 -1.693 -0.178  0.258
H4 0.896 0.430 1.936  0.317
H5 -3.269 -0.375 -1.204  0.254
H6 2.254 -2.119 -1.055  0.266
H7 3.325 -0.897 -0.148  0.252

Results
HOMO-LUMO gap	9.7	eV
F_max	1.18	eV Å⁻¹
energy relative to the best compared isomer or geometry (same formula, charge and spin)	216.3	kJ/mol
LUMO level	0.660	eV
total charge	0
SMILES string	C=COCC(=O)N=C
E_HOMO	-0.332	hartree

No. 8
Below is C5H7NO2 in the gas phase, with properties calculated with wB97M-V/def2-TZVPD.

Each line ends with the Mulliken charge.
Element x y z (Å)
O1 -0.099 -0.691 0.298  -0.429
O2 2.370 -1.028 -0.428  -0.568
N1 0.099 1.512 -0.069  -0.573
C1 -1.194 1.232 -0.314  -0.253
C2 -1.379 -0.072 0.112  0.461
C3 -2.694 -0.973 -0.007  -0.969
C4 2.168 0.163 0.210  -0.214
C5 0.699 0.462 0.282  0.559
H1 2.677 1.058 -0.235  0.268
H2 1.553 -1.672 -0.607  0.392
H3 -2.913 -1.358 1.001  0.270
H4 2.586 0.319 1.254  0.194
H5 -3.488 -0.211 -0.330  0.248
H6 -2.712 -1.669 -0.751  0.345
H7 -2.160 1.829 -0.509  0.270

Results
HOMO-LUMO gap	9.7	eV
F_max	5.39	eV Å⁻¹
energy relative to the best compared isomer or geometry (same formula, charge and spin)	230.3	kJ/mol
LUMO level	0.715	eV
total charge	0
SMILES string	Cc1cnc(CO)o1
E_HOMO	-0.331	hartree